Molecular formula: H3INPS
Method: DFT, ωB97M-V/def2-TZVPD

Last column: Mulliken charge in e.
Element x y z (Å)
N -0.84623 -0.27288 -0.99325  -0.2868
P 2.78773 1.04070 0.29161  -0.0940
S -1.81227 -1.41907 -0.96196  0.1158
I -3.09920 -1.31968 1.22092  -0.0855
H -1.05927 0.52716 -1.54596  0.2577
H 2.60877 0.00177 1.45235  0.0545
H 1.42047 1.44201 0.53629  0.0382

Results
- frontier orbital gap (alpha / beta) (eV) = 7.89 / 6.79
- LUMO energy (alpha / beta) (eV) = -1.23 / -2.16
- HOMO energy (alpha / beta) (Eh) = -0.335 / -0.329
- energy above the lowest of the compared OMol25 structures with the same formula, charge and spin (kcal/mol) = 56.3